Entry 1
Below is a molecular structure, C5H7N2, with properties calculated with wB97M-V/def2-TZVPD.

```
14
Properties=species:S:1:pos:R:3:mulliken_charge:R:1
N -1.24774 -0.28707 -0.63302 0.121
H 2.20500 0.17197 0.50847 0.255
H 2.11294 -0.23974 2.32120 0.336
C -1.85903 1.06540 -1.93077 -0.312
H 0.31905 0.38292 -2.13983 0.333
H -3.35740 0.30256 -0.60415 0.271
C -0.69819 0.37856 -1.76402 -0.328
C -0.54262 -0.35567 0.53368 0.111
H 2.59331 -1.37982 1.12523 0.332
C 0.69073 -0.50510 0.81286 0.260
C 2.01007 -0.54547 1.31273 -0.750
H -1.16918 -0.49473 1.41294 0.304
N -2.39743 0.65169 -0.73914 -0.430
H -2.32766 1.62818 -2.61280 0.499
```

total charge: +1

=====

Entry 2
Below is a gas-phase ion, C5H7N2 (charge +1), with properties calculated with wB97M-V/def2-TZVPD.

```
14
Properties=species:S:1:pos:R:3:mulliken_charge:R:1
H 2.94189 0.40172 -0.36259 0.260
H 1.29754 2.12609 -0.04691 0.386
H 2.78075 -1.42843 0.10691 0.240
H -1.36954 2.14272 0.24062 0.389
C -0.70023 1.31170 0.18228 -0.525
N 1.08592 -0.07613 0.07538 0.325
H 0.18811 -1.79572 0.78574 0.294
C 0.65138 1.30321 0.10038 -0.230
C -1.28389 -0.01008 0.16498 0.527
C -2.45575 -0.53710 -0.10142 -0.627
H -3.44090 -0.06366 -0.01059 0.305
H -2.37578 -1.63107 -0.43204 0.236
C 2.32934 -0.37577 -0.05419 -0.095
N 0.10677 -0.95191 0.18170 -0.486
```

total charge: +1
SMILES: C=c1cc[n+](=C)[nH]1

=====

Entry 3
Below is a gas-phase ion, C5H7N2 (charge +1), with properties calculated with wB97M-V/def2-TZVPD.

```
14
Properties=species:S:1:pos:R:3:mulliken_charge:R:1
H 2.10001 -0.09181 -1.24635 0.345
H 0.60966 -0.04102 1.45851 0.381
N -1.53547 -0.50717 -0.07656 0.059
H 2.70398 0.59256 0.38230 0.343
C -2.71849 -0.05486 0.06153 -0.106
C -0.28209 -0.78849 -0.25598 -0.255
H -3.23984 0.33866 -0.85360 0.286
C 2.12718 -0.22270 -0.12088 -1.086
N 0.05619 2.47205 -0.47705 -0.340
C 0.45221 1.47357 -0.09894 0.221
C 0.72560 0.12289 0.42157 0.098
H 2.34674 -1.28422 0.24756 0.365
H -3.32492 -0.21634 0.98227 0.289
H -0.02078 -1.79315 -0.42439 0.399
```

total charge: +1
SMILES: C=[N+]=C[C@@H](C)C#N

=====

Entry 4
Below is a molecular structure, C5H7N2, with properties calculated with wB97M-V/def2-TZVPD.

```
14
Properties=species:S:1:pos:R:3:mulliken_charge:R:1
H -2.58204 0.02001 -1.38982 0.311
N 0.50082 -0.31616 -0.36256 0.060
H 0.46615 -0.60643 3.05845 0.332
C 1.03057 -0.91931 2.21156 -0.742
H -2.44237 1.44381 -0.75559 0.370
H 1.44543 0.31307 -1.92772 0.301
C 1.52369 -0.21809 -1.03827 -0.049
C -0.78560 0.34728 -0.21156 0.662
C -1.76491 0.75856 -1.17327 -1.148
N -0.83073 0.26526 1.08260 -0.476
C 0.40731 -0.41568 1.17930 0.529
H 2.38094 -0.39253 -0.53460 0.268
H -1.30825 1.09822 -2.08783 0.318
H 1.95898 -1.37802 1.94930 0.262
```

total charge: +1

=====

Unit: kJ/mol. Relative energies: entry 1 373.4; entry 2 47.4; entry 3 0.0; entry 4 78.8.